1.
A cluster of 2 separate species, C5H12O2 in total. Source: the OMol25 dataset; level of theory: ωB97M-V/def2-TZVPD.

Geometry as XYZ:
```
19
C5H12O2 | the OMol25 dataset | ωB97M-V/def2-TZVPD
C 2.0676 0.0658 0.8347
C 0.8784 0.7935 1.4702
C 0.0195 1.4921 0.4537
O -0.2847 -1.9172 -0.6971
C -1.2227 1.1500 0.1318
C -0.7428 -1.4732 -1.9516
O -1.8453 0.0567 0.7001
H 1.7113 -0.7379 0.1818
H 2.6771 0.7537 0.2362
H 2.7141 -0.3681 1.6058
H 0.2685 0.0822 2.0378
H 1.2439 1.5374 2.1909
H 0.4503 2.3350 -0.0829
H -0.7854 -1.4251 -0.0272
H -1.8057 1.6850 -0.6155
H -1.7875 -1.7658 -2.1463
H -0.6620 -0.3817 -2.0654
H -0.1164 -1.9401 -2.7165
H -2.7783 0.0579 0.4596
```

Charge ... 0
SMILES ... CC/C=C\O.CO
Kohn-Sham gap ... 9.59 eV
HOMO level ... -9.0 eV

***

2.
A cluster of 2 separate species, C36H53BClN3O5 in total in a non-equilibrium geometry. Source: the OMol25 dataset; level of theory: ωB97M-V/def2-TZVPD.

Geometry as XYZ:
```
99
C36H53BClN3O5 | the OMol25 dataset | ωB97M-V/def2-TZVPD
C 6.2407 1.1280 2.8688
C 6.8510 0.1781 1.8235
C 5.9393 -0.9994 1.4398
C 5.6891 -1.1518 -0.0737
C 4.2197 -1.0289 -0.4728
C 4.0322 -1.5645 -1.8945
C 2.5709 -1.7222 -2.3658
C 2.2315 -0.5827 -3.3214
C 0.9301 -0.7251 -4.1185
C -0.3547 -0.4801 -3.3064
C -1.4363 0.0947 -4.2140
C -2.8345 0.4748 -3.5927
C -2.9310 0.4391 -2.1040
C -2.8022 1.5944 -1.3381
B -2.5556 3.0284 -1.9887
O -3.5433 3.5153 -2.7850
N -1.3092 3.7287 -1.7007
C -1.4022 5.1956 -1.7556
C -0.1758 3.2063 -2.4665
C -2.8985 1.5428 0.0409
C -2.8061 2.7567 0.9147
C -4.1852 3.2252 1.3010
O -5.1610 2.8168 0.7390
N -4.2533 4.1540 2.4001
C -5.3417 5.1088 2.0996
C -4.6843 3.3314 3.5480
C -3.1332 0.3267 0.6712
O -3.2159 0.3031 2.0386
C -1.9671 -0.0570 2.6427
C -2.1741 -0.7663 3.9472
C -0.8232 -0.9420 4.6209
C -3.2916 -0.8237 -0.0739
C -3.1663 -0.7739 -1.4602
C -3.2971 -2.0456 -2.2217
O -3.4318 -2.1379 -3.4158
C -3.2294 -3.3066 -1.4418
Cl -3.0035 -4.7504 -2.3423
C -3.3608 -3.3591 -0.1327
C -3.5993 -2.1115 0.6098
O -4.0616 -2.1922 1.7217
H 5.3368 0.7212 3.3006
H 6.0412 2.1042 2.4431
H 6.9462 1.2928 3.6754
H 7.1528 0.7387 0.9475
H 7.7700 -0.2072 2.2479
H 5.0122 -0.9727 1.9927
H 6.4559 -1.8988 1.7606
H 6.2830 -0.4171 -0.6046
H 6.0261 -2.1392 -0.3724
H 3.5635 -1.5050 0.2380
H 3.9936 0.0371 -0.5220
H 4.5771 -2.4986 -1.9772
H 4.5173 -0.8479 -2.5503
H 2.4695 -2.6833 -2.8631
H 1.8859 -1.7100 -1.5230
H 3.0551 -0.4317 -4.0101
H 2.1396 0.3008 -2.6903
H 0.8678 -1.7221 -4.5486
H 0.9953 -0.0176 -4.9414
H -0.0978 0.1784 -2.4810
H -0.6262 -1.4323 -2.8699
H -1.6018 -0.5980 -5.0308
H -1.0115 1.0061 -4.6189
H -3.0409 1.4714 -3.9569
H -3.6046 -0.1435 -4.0100
H -3.2591 4.2652 -3.3165
H -0.7020 5.6216 -2.4656
H -1.1149 5.6027 -0.7884
H -2.4036 5.5581 -1.9586
H -0.0728 3.6739 -3.4437
H -0.3441 2.1527 -2.6473
H 0.7418 3.2625 -1.8893
H -2.2029 3.5503 0.4954
H -2.3236 2.4710 1.8408
H -5.2585 5.9644 2.7565
H -6.3263 4.6739 2.2527
H -5.2956 5.4084 1.0631
H -4.6951 3.9172 4.4581
H -3.9724 2.5224 3.6820
H -5.6580 2.8745 3.3801
H -1.4266 -0.7254 1.9742
H -1.3192 0.8094 2.7851
H -2.5884 -1.7569 3.8035
H -2.8635 -0.2305 4.5913
H -0.0757 -1.2450 3.8937
H -0.4647 -0.0123 5.0464
H -0.8524 -1.7206 5.3705
H -3.3425 -4.2691 0.4313
N 3.0164 -3.7849 0.5649
C 1.8909 -4.1264 1.1818
C 1.7757 -5.2177 2.0290
C 2.8971 -6.0024 2.2428
C 4.0794 -5.6622 1.6064
C 4.0854 -4.5464 0.7827
H 1.0405 -3.4856 0.9833
H 0.8333 -5.4456 2.5084
H 2.8505 -6.8642 2.8958
H 4.9786 -6.2463 1.7451
H 4.9913 -4.2409 0.2688
```

Charge ... 0
SMILES ... CCCCCCCCCCCCc1c(B(O)N(C)C)c(CC(=O)N(C)C)c(OCCC)c2c1C(=O)C(Cl)=CC2=O.c1ccncc1
Kohn-Sham gap ... 8.00 eV
HOMO level ... -9.0 eV

***

3.
An isolated molecule of C5H8O. Source: the OMol25 dataset; level of theory: ωB97M-V/def2-TZVPD.

Geometry as XYZ:
```
14
C5H8O | the OMol25 dataset | ωB97M-V/def2-TZVPD
C 1.7063 -0.9737 1.2396
O 1.3361 0.3771 1.1308
C 1.2096 0.7611 -0.2180
C 0.0079 0.1497 -0.7961
C -1.1861 0.1309 -0.9507
C -2.6304 0.2468 -0.8478
H 2.6327 -1.1515 0.6727
H 1.8811 -1.1772 2.2975
H 0.9155 -1.6425 0.8654
H 0.8969 1.8054 -0.1804
H 2.1543 0.6419 -0.7840
H -2.8966 1.2767 -0.5537
H -3.0682 -0.0018 -1.8135
H -2.9591 -0.4428 -0.0616
```

Charge ... 0
SMILES ... CC#CCOC
Kohn-Sham gap ... 10.45 eV
HOMO level ... -9.5 eV

***

4.
A structure of composition C16H27AlBrCl3CsF4KMgO10 in a non-equilibrium geometry. Source: the OMol25 dataset; level of theory: ωB97M-V/def2-TZVPD.

Geometry as XYZ:
```
65
C16H27AlBrCl3CsF4KMgO10 | the OMol25 dataset | ωB97M-V/def2-TZVPD
C 2.4868 -1.3574 1.3875
C 3.6300 -1.0710 0.3911
C 3.8031 0.4050 0.0541
C 2.5850 1.0145 -0.6150
C 2.6621 2.5708 -0.5606
C 1.9507 3.0835 0.6931
C 0.4438 3.4033 0.5522
C -0.1568 3.2013 -0.8296
C -0.2937 1.7908 -1.2704
C -0.6385 0.6696 -0.6567
C -0.9560 0.4325 0.7800
C -1.3690 -1.0440 1.0762
O -2.7995 -1.1358 1.3040
C -3.5616 -0.6946 0.2253
C -4.1946 0.6610 0.2830
O -3.7462 -1.4212 -0.7172
C -0.6556 -0.3716 -1.7364
O -1.3032 -1.3747 -1.8405
O 0.2408 0.0625 -2.7049
C 0.1287 1.3925 -2.6892
O 0.3697 2.1131 -3.6254
H 2.0071 -2.2943 1.1261
H 2.8984 -1.4736 2.3890
H 1.7590 -0.5415 1.4249
H 3.5219 -1.6986 -0.4857
H 4.5438 -1.3963 0.8802
H 4.6281 0.4941 -0.6480
H 4.0775 0.9521 0.9542
H 1.7268 0.7524 -0.0031
H 2.4541 0.6528 -1.6267
H 2.3701 3.0389 -1.4949
H 3.7145 2.8122 -0.4375
H 2.0348 2.2835 1.4296
H 2.4980 3.9128 1.1250
H -0.0810 2.8614 1.3303
H 0.2879 4.4488 0.7973
H 0.3370 3.7763 -1.5959
H -1.1632 3.6226 -0.7911
H -0.0332 0.7362 1.3334
H -1.7137 1.1400 1.0983
H -0.9988 -1.7254 0.3085
H -0.8855 -1.3421 2.0410
H -5.2655 0.4953 0.2378
H -3.9118 1.2385 -0.5867
H -3.9849 1.1738 1.2116
K 0.0459 -1.1380 3.3047
O 0.9084 -2.9125 -3.1527
Cl 2.0406 -2.3836 -2.4059
O 1.5760 -2.1013 -1.0473
O 2.5090 -1.1590 -2.9845
O 3.1082 -3.3409 -2.3560
O -5.6245 -3.7746 -1.8157
H -5.8164 -4.4475 -1.1239
H -4.7773 -3.2954 -1.6053
H -6.3664 -3.1504 -1.9305
Br -0.7909 4.1120 -4.2186
Cl -0.4506 6.0740 -5.8691
Cs -0.0943 4.5480 -7.7732
Mg -2.7921 -3.4758 1.0073
F 0.9332 -3.5342 8.1433
Al -0.6568 -3.6398 7.5789
F -0.7170 -2.9207 6.0172
F -1.7058 -2.7828 8.5918
F -1.1409 -5.2522 7.4454
Cl 0.3642 -1.6748 -5.3242
```

Charge ... 0
Kohn-Sham gap ... 2.29 eV
HOMO level ... -6.2 eV